## P
Below is a 2-piece molecular cluster, C5H8N4O2 overall, with properties calculated with the ωB97M-V functional and the def2-TZVPD basis.

Positions of all 19 atoms, in Å:
N: -0.54 -1.50 1.53
H: 2.03 -0.72 -0.99
O: 1.55 -0.34 2.67
H: -1.53 -1.78 1.23
H: 0.51 -1.20 -1.48
N: 1.21 -1.28 -0.80
H: -0.01 -1.78 2.37
N: -0.15 1.61 -0.44
H: 1.22 -2.19 -0.37
O: 1.95 1.10 1.03
N: -1.83 1.22 -1.84
C: -0.69 0.37 -0.05
C: 1.43 0.17 1.60
H: -0.66 3.05 -1.96
H: -2.53 -0.57 -0.92
C: -0.06 -0.39 0.94
C: -0.87 2.05 -1.50
H: 0.71 2.02 -0.08
C: -1.75 0.15 -0.93

Its charge is 0. The HOMO energy comes out at -9.26 eV. For the LUMO energy, the calculation gives -0.017 Eh.

***

## Q
Below is one molecule with the formula C5H8N4O2, with properties calculated with the ωB97M-V functional and the def2-TZVPD basis.

Positions of all 19 atoms, in Å:
H: -1.24 2.06 -3.30
N: 0.89 0.50 2.07
C: -0.01 0.48 0.21
O: 0.00 -1.98 0.00
H: 0.11 0.52 -4.24
H: 1.01 -2.99 2.24
H: 1.52 0.74 2.55
H: 0.25 -2.01 3.65
C: 0.18 -0.98 0.48
C: -0.75 0.94 -3.55
H: 0.86 -0.03 -2.02
N: -0.13 0.63 -2.17
H: 2.05 -1.78 3.19
O: -1.85 1.35 -1.13
C: 0.96 -1.81 2.72
H: -1.68 0.29 -3.75
C: -0.78 0.92 -1.13
N: 0.41 1.27 1.02
N: 0.87 -0.83 1.70

Its charge is 0. The HOMO energy comes out at -8.85 eV. As for the SMILES: CNC(=O)c1n[nH]n(C)c1=O. For the LUMO energy, the calculation gives 0.023 Eh.

***

Most stable: P

***

## P
Below is a 2-piece molecular cluster, C5H13N4 overall, with properties calculated with the ωB97M-V functional and the def2-TZVPD basis.

Positions of all 22 atoms, in Å:
H: -1.15 -1.62 0.30
H: -2.49 1.97 0.27
H: 2.70 0.01 0.50
H: -1.09 1.57 2.61
H: 0.74 -1.60 1.85
C: -1.35 -1.05 -0.74
C: -1.04 1.19 1.59
H: -0.77 -1.44 -1.47
C: -1.06 0.51 -0.63
H: -0.78 0.60 -2.64
H: 1.95 -1.30 -0.29
H: -2.71 0.41 0.73
H: 1.29 -0.01 2.38
H: 2.46 -1.41 2.48
C: 1.61 -0.99 1.87
H: -2.38 -1.06 -1.01
H: -0.79 2.08 -2.06
N: 0.26 0.94 -0.11
C: -2.00 1.12 0.51
N: -1.22 1.08 -1.91
N: 1.99 -0.64 0.57
N: 0.21 1.29 1.12

Its charge is +1. The HOMO energy (alpha / beta) comes out at -13.10 / -13.80 eV. For the LUMO energy (alpha / beta), the calculation gives -0.246 / -0.223 Eh.

***

## Q
Below is a 2-piece molecular cluster, C5H13N4 overall, with properties calculated with the ωB97M-V functional and the def2-TZVPD basis.

Positions of all 22 atoms, in Å:
H: 0.29 2.35 -0.79
H: 0.92 1.05 3.50
H: -0.68 -1.69 -1.54
C: 1.31 -2.15 1.65
C: -0.66 0.58 -1.43
H: 1.27 -2.95 0.78
N: 1.24 0.23 3.01
H: -2.82 0.47 -1.72
H: 1.83 -3.10 3.16
H: 1.18 1.56 -2.00
H: -2.39 1.73 -0.86
N: 1.51 -2.18 2.90
H: -2.34 0.18 -0.01
C: 0.09 1.82 -1.64
C: -2.06 0.78 -0.93
H: 0.90 -0.90 -1.74
N: 0.75 -0.92 1.19
C: -0.08 -0.67 -1.49
N: 0.63 0.15 1.88
H: 1.70 -0.51 3.42
H: -0.34 2.63 -2.31
H: 0.39 -0.62 0.11

Its charge is +1. The HOMO energy comes out at -13.22 eV. For the LUMO energy, the calculation gives -0.174 Eh.

***

Most stable: Q

***

## P
Below is C5H4HgO7 as an isolated structure, with properties calculated with the ωB97M-V functional and the def2-TZVPD basis.

Positions of all 17 atoms, in Å:
O: -0.44 2.52 -2.78
C: 0.37 0.37 0.70
O: 2.53 -0.67 0.18
H: -0.49 -1.71 3.02
O: 1.28 3.66 -3.84
O: 0.44 1.64 0.63
C: 1.42 -0.34 -0.27
C: -0.21 -1.43 2.00
H: -1.68 -2.09 0.50
C: 0.49 3.04 -3.27
H: 0.46 -2.20 1.58
Hg: -0.86 0.15 -2.02
O: 1.02 -0.55 -1.46
H: -2.31 -0.89 1.67
O: 0.42 -0.17 2.02
O: -1.01 -0.14 0.25
C: -1.43 -1.20 1.09

Its charge is -1. The HOMO energy (alpha / beta) comes out at -3.88 / -3.86 eV. As for the expectation value of S²: 0.7537. As for the spin multiplicity: 2. For the LUMO energy (alpha / beta), the calculation gives 0.106 / 0.063 Eh.

***

## Q
Below is C5H4HgO7 as an isolated structure, with properties calculated with the ωB97M-V functional and the def2-TZVPD basis.

Positions of all 17 atoms, in Å:
C: -0.34 -0.34 0.67
O: 1.86 0.47 -0.02
O: 0.60 1.60 1.57
C: 0.60 1.16 -1.82
C: 0.55 0.94 0.48
H: 2.69 1.65 -1.50
O: 0.06 1.70 -0.64
O: -4.08 -1.12 1.93
H: 0.03 0.26 -2.13
O: 0.22 -1.32 1.27
Hg: -0.23 -3.02 1.75
C: -3.10 -1.74 1.87
H: 2.42 -0.06 -1.94
C: 2.01 0.79 -1.39
O: -1.55 -0.31 0.38
O: -2.31 -2.56 2.16
H: 0.56 1.90 -2.62

Its charge is -1. The HOMO energy (alpha / beta) comes out at -3.79 / -3.79 eV. As for the expectation value of S²: 0.7539. As for the spin multiplicity: 2. For the LUMO energy (alpha / beta), the calculation gives 0.105 / 0.055 Eh.

***

Most stable: P

***

## P
Below is a 2-piece molecular cluster, C2HBr2Cl3 overall, with properties calculated with the ωB97M-V functional and the def2-TZVPD basis.

Positions of all 8 atoms, in Å:
Cl: 0.85 -1.10 2.28
Br: 3.56 0.63 0.03
Br: 0.37 -0.76 -2.07
C: 0.64 -1.67 0.62
C: 0.31 -0.56 -0.26
Cl: -0.80 -2.82 0.61
Cl: 2.05 -2.60 0.10
H: -0.16 0.33 0.13

Its charge is 0. The HOMO energy (alpha / beta) comes out at -8.82 / -8.84 eV. For the LUMO energy (alpha / beta), the calculation gives -0.142 / -0.142 Eh.

***

## Q
Below is a 2-piece molecular cluster, C2HBr2Cl3 overall, with properties calculated with the ωB97M-V functional and the def2-TZVPD basis.

Positions of all 8 atoms, in Å:
Cl: 0.45 -0.10 -2.11
C: 0.38 -0.56 -0.42
Cl: -0.77 -1.87 -0.16
C: 0.13 0.61 0.43
H: 0.42 1.59 0.09
Br: 0.02 0.38 2.25
Br: -2.66 1.14 -0.13
Cl: 2.04 -1.19 0.06

Its charge is 0. The HOMO energy (alpha / beta) comes out at -10.32 / -9.65 eV. For the LUMO energy (alpha / beta), the calculation gives -0.080 / -0.110 Eh.

***

Most stable: Q

***

## P
Below is a 3-piece molecular cluster, C3H13N2O2S overall, with properties calculated with the ωB97M-V functional and the def2-TZVPD basis.

Positions of all 21 atoms, in Å:
H: 0.70 1.19 1.18
H: -0.17 0.00 2.14
H: 2.39 -0.51 1.00
C: 0.74 -0.21 -0.96
H: -2.37 -0.56 0.87
H: 1.05 -2.21 -0.44
H: -0.75 -0.72 -2.66
H: -1.07 -1.42 0.73
N: 0.64 -1.39 -0.08
O: -0.85 2.46 0.35
H: -1.02 1.82 -0.41
N: 0.73 0.21 1.84
S: -0.25 1.60 -2.85
H: 1.63 -0.27 -1.80
C: 1.34 -0.95 1.15
H: 1.01 0.74 -0.27
H: -1.39 3.14 -0.08
C: -0.50 0.00 -1.86
O: -1.82 -1.21 1.37
H: 1.23 -1.80 1.86
H: -1.27 0.09 -1.08

Its charge is -1. The HOMO energy comes out at -2.96 eV. For the LUMO energy, the calculation gives 0.136 Eh.

***

## Q
Below is a 3-piece molecular cluster, C3H13N2O2S overall, with properties calculated with the ωB97M-V functional and the def2-TZVPD basis.

Positions of all 21 atoms, in Å:
H: -0.28 -0.32 -1.43
H: -0.25 1.31 -0.82
S: -2.16 0.81 -2.26
C: -1.48 0.01 0.36
H: -0.21 -2.20 1.18
H: -0.64 -0.02 2.38
H: 0.99 -1.47 2.26
H: 1.00 0.54 -3.20
N: -0.39 -0.09 1.40
O: 1.69 0.05 -2.73
C: 0.40 -1.28 1.34
H: -2.06 -0.92 0.36
C: -0.90 0.44 -0.99
H: -0.16 2.30 0.60
H: 1.77 -0.51 0.02
H: -2.24 0.68 0.78
H: 1.23 -0.64 -2.26
O: 0.30 2.65 1.36
H: 0.99 -1.94 -0.43
N: 1.48 -1.44 0.30
H: 0.92 2.03 1.75

Its charge is -1. The HOMO energy comes out at -2.86 eV. For the LUMO energy, the calculation gives 0.129 Eh.

***

Most stable: Q

***

## P
Below is a 2-piece molecular cluster, CH6OSi overall, with properties calculated with the ωB97M-V functional and the def2-TZVPD basis.

Positions of all 9 atoms, in Å:
H: 1.60 0.80 0.91
H: 0.97 -0.99 -1.17
Si: -1.00 0.37 -0.12
H: -1.94 -0.53 -0.77
H: -1.23 0.61 1.30
C: 0.72 -0.33 -0.36
H: -1.05 1.69 -0.78
O: 1.82 0.17 0.21
H: 0.10 -1.80 0.78

Its charge is 0. The HOMO energy comes out at -8.58 eV. For the LUMO energy, the calculation gives 0.011 Eh.

***

## Q
Below is one molecule with the formula CH6OSi, with properties calculated with the ωB97M-V functional and the def2-TZVPD basis.

Positions of all 9 atoms, in Å:
H: 0.78 1.39 -0.42
C: 0.83 0.52 0.31
O: 1.86 -0.50 0.05
H: 1.02 0.94 1.31
H: -1.55 -0.65 1.33
H: 2.79 -0.24 0.13
H: -1.43 0.82 -0.73
Si: -0.89 -0.23 0.09
H: -0.40 -1.27 -0.81

Its charge is 0. The HOMO energy comes out at -10.28 eV. As for the SMILES: OC[SiH3]. For the LUMO energy, the calculation gives 0.035 Eh.

***

Most stable: Q